Record 1
A structure of composition C20H18Cl5GeOPt at a distorted geometry, computed with ωB97M-V/def2-TZVPD.

Each line ends with the Mulliken charge.
Geometry (Å):
Pt  -0.39  0.44  -0.19  -0.158
Cl  -0.86  4.15  6.02  -0.143
C  -0.48  3.83  4.39  0.438
C  0.03  2.59  4.01  -0.439
Cl  0.25  1.38  5.20  -0.159
C  0.36  2.35  2.67  1.292
Cl  0.94  0.75  2.36  -0.130
C  0.21  3.32  1.67  -0.875
O  -0.40  3.41  -0.74  -0.582
C  -0.35  4.55  2.09  0.440
Cl  -0.72  5.84  0.98  -0.205
C  -0.69  4.81  3.41  -0.286
Cl  -1.35  6.32  3.87  -0.166
C  4.88  0.54  -1.17  -0.429
C  3.85  -0.41  -1.20  -1.141
C  2.57  0.00  -0.90  -0.258
C  2.29  1.34  -0.56  1.949
C  0.98  1.73  -0.21  -1.242
C  0.66  3.15  0.18  2.063
C  1.82  4.10  -0.01  -0.819
C  3.06  3.69  -0.31  -1.235
C  3.35  2.29  -0.56  0.981
C  4.64  1.87  -0.87  -1.060
H  5.89  0.23  -1.41  0.414
H  4.06  -1.43  -1.45  0.447
H  1.75  -0.72  -0.91  0.234
H  -0.64  4.34  -0.71  0.457
H  1.62  5.15  0.13  0.476
H  3.87  4.39  -0.41  0.441
H  5.45  2.58  -0.89  0.448
C  -1.50  -2.96  0.11  -1.012
Ge  -2.41  -1.60  -0.96  0.070
C  -1.58  -1.41  -2.73  -0.974
C  -4.35  -1.93  -1.10  -1.098
C  -2.42  0.19  0.05  -1.013
H  -1.61  -3.95  -0.34  0.371
H  -1.92  -3.00  1.12  0.367
H  -0.43  -2.75  0.19  0.332
H  -1.65  -2.35  -3.28  0.383
H  -0.53  -1.15  -2.65  0.309
H  -2.08  -0.63  -3.31  0.351
H  -4.50  -2.88  -1.61  0.366
H  -4.84  -1.15  -1.68  0.372
H  -4.81  -1.98  -0.12  0.377
H  -2.77  0.11  1.08  0.527
H  -3.02  0.93  -0.47  0.520

2S+1: 1
Total charge: +1
LUMO level (spin up / spin down): -5.0 / -5.0 eV

---

Record 2
A cluster of 2 separate species, C5H8I2N2 in total at a distorted geometry, computed with ωB97M-V/def2-TZVPD.

Each line ends with the Mulliken charge.
Geometry (Å):
C  -0.03  1.49  -0.73  0.998
C  0.06  -1.28  -0.43  0.081
C  0.45  2.14  0.52  -1.317
C  -0.77  -2.15  1.62  -0.766
C  0.80  0.43  -1.33  -0.913
N  -1.14  1.82  -1.22  -0.736
N  -0.20  -1.19  0.75  -0.163
I  -0.12  -2.85  -1.84  0.055
I  2.88  0.35  -0.98  0.099
H  1.40  2.63  0.35  0.346
H  -0.28  2.87  0.84  0.366
H  0.58  1.38  1.28  0.285
H  -0.87  -3.15  1.16  0.287
H  -1.76  -1.79  1.92  0.288
H  -0.15  -2.21  2.51  0.251
H  0.58  0.18  -2.36  0.598
H  -1.43  1.34  -2.06  0.240

2S+1: 1
LUMO level: -0.3 eV

---

Record 3
A cluster of 4 separate species, CH10NO3 in total at a distorted geometry, computed with ωB97M-V/def2-TZVPD.

Each line ends with the Mulliken charge.
Geometry (Å):
C  2.44  0.65  -0.93  -0.119
N  1.37  0.94  -1.59  -0.134
H  3.42  0.53  -1.40  0.278
H  2.27  0.36  0.11  0.262
H  0.49  0.34  -1.57  0.402
H  1.60  1.54  -2.38  0.287
H  -1.66  0.18  1.42  0.393
H  -2.65  1.00  0.61  0.355
O  -1.75  0.65  0.57  -0.682
H  -0.60  -1.80  2.30  0.311
H  -0.82  -1.12  3.63  0.326
O  -1.09  -1.08  2.71  -0.672
H  -1.21  -0.18  -0.53  0.430
H  -1.04  -1.45  -1.55  0.319
O  -0.77  -0.54  -1.39  -0.755

2S+1: 1
Total charge: +1
LUMO level: -5.3 eV

---

Record 4
A cluster of 11 separate species, C25H74N2O19 in total at a distorted geometry, computed with ωB97M-V/def2-TZVPD.

Each line ends with the Mulliken charge.
Geometry (Å):
C  -11.84  20.09  -18.04  -0.699
O  -12.67  21.24  -18.07  -0.403
C  -13.49  21.44  -16.91  0.024
C  -14.62  20.52  -16.51  0.802
C  -15.85  20.69  -17.41  -1.511
N  -14.96  20.62  -15.13  -0.607
H  -11.11  20.02  -17.24  0.124
H  -11.32  19.94  -18.99  0.385
H  -12.43  19.17  -18.08  0.356
H  -12.83  21.49  -16.03  -0.252
H  -13.83  22.47  -17.07  0.229
H  -14.29  19.48  -16.52  0.013
H  -15.58  20.14  -18.31  0.338
H  -16.12  21.74  -17.58  0.367
H  -16.83  20.38  -17.04  0.444
H  -14.24  20.80  -14.44  0.141
H  -15.77  21.16  -14.85  0.214
C  -6.38  21.32  -19.45  -0.549
O  -6.40  20.62  -20.65  -0.368
C  -5.10  20.48  -21.29  -0.896
C  -4.38  19.20  -20.97  0.540
C  -5.01  17.93  -21.53  -1.395
N  -4.22  18.96  -19.55  -0.602
H  -7.39  21.61  -19.16  0.225
H  -5.77  22.22  -19.48  0.333
H  -6.04  20.73  -18.60  0.148
H  -5.17  20.57  -22.37  0.442
H  -4.52  21.34  -20.95  0.351
H  -3.34  19.26  -21.29  0.365
H  -4.38  17.05  -21.49  0.424
H  -5.31  18.13  -22.56  0.423
H  -5.99  17.81  -21.08  0.256
H  -3.85  18.02  -19.49  0.276
H  -5.13  18.80  -19.14  0.037
O  -6.52  14.34  -19.39  -0.599
C  -7.04  15.52  -18.92  -0.318
C  -8.13  15.45  -17.87  0.296
O  -9.37  14.92  -18.34  -0.621
H  -7.19  13.78  -19.79  0.334
H  -6.12  15.94  -18.53  0.060
H  -7.33  16.13  -19.78  0.294
H  -8.27  16.50  -17.62  -0.077
H  -7.79  14.93  -16.98  0.255
H  -9.96  14.75  -17.60  0.322
O  -9.11  22.46  -14.08  0.924
C  -10.28  23.18  -13.72  -0.455
C  -10.99  23.48  -15.00  -0.133
O  -10.52  24.60  -15.60  -0.561
H  -9.41  21.58  -14.28  -0.141
H  -10.89  22.63  -13.01  0.263
H  -9.98  24.13  -13.27  0.398
H  -12.05  23.63  -14.83  0.364
H  -10.94  22.77  -15.83  -0.004
H  -11.07  24.78  -16.36  0.295
O  -6.45  25.69  -11.32  -0.516
C  -6.99  24.40  -11.56  0.063
C  -6.20  23.55  -12.62  -0.427
O  -6.52  22.17  -12.68  -0.608
H  -5.54  25.67  -11.60  0.339
H  -7.04  23.91  -10.59  0.252
H  -8.01  24.32  -11.93  -0.153
H  -5.12  23.58  -12.50  0.469
H  -6.44  23.91  -13.62  0.256
H  -7.45  22.06  -12.86  0.186
O  -7.91  25.79  -15.75  -0.594
C  -7.30  24.90  -16.64  0.316
C  -5.81  25.07  -16.63  -0.417
O  -5.70  25.90  -17.79  -0.588
H  -8.81  25.51  -15.59  0.440
H  -7.41  23.91  -16.20  -0.501
H  -7.70  24.94  -17.65  0.503
H  -5.23  24.16  -16.82  0.252
H  -5.40  25.50  -15.72  0.273
H  -6.32  26.62  -17.65  0.343
O  -12.18  18.24  -10.78  -0.582
C  -10.91  18.66  -10.27  -0.452
C  -10.57  20.11  -10.82  0.172
O  -11.62  21.04  -10.50  -0.529
H  -12.49  17.49  -10.27  0.306
H  -11.04  18.73  -9.19  0.416
H  -10.15  17.88  -10.36  0.208
H  -10.23  20.21  -11.85  -0.347
H  -9.71  20.56  -10.32  0.506
H  -11.24  21.47  -9.73  0.349
O  -9.73  19.85  -14.54  -0.736
C  -8.39  19.50  -14.78  0.725
C  -7.77  20.10  -15.98  0.513
O  -8.06  19.37  -17.22  -0.432
H  -10.26  19.15  -14.91  -0.319
H  -7.96  19.94  -13.88  0.221
H  -8.30  18.42  -14.68  -0.561
H  -6.71  19.92  -15.83  0.003
H  -7.92  21.18  -15.89  -0.108
H  -8.01  18.50  -16.82  -0.088
O  -4.16  15.39  -16.61  -0.548
C  -3.92  16.76  -16.40  -0.601
C  -5.17  17.29  -15.75  0.848
O  -5.36  16.68  -14.50  -0.704
H  -3.37  14.93  -16.91  0.298
H  -3.02  16.75  -15.78  0.465
H  -3.72  17.34  -17.30  0.241
H  -6.07  17.01  -16.31  -0.546
H  -5.15  18.38  -15.68  0.217
H  -5.17  15.75  -14.64  0.356
O  -9.83  16.82  -15.64  -0.072
C  -11.15  16.28  -15.51  -0.689
C  -11.88  17.08  -14.42  -0.360
O  -11.03  17.08  -13.26  -0.469
H  -9.33  16.49  -14.90  0.182
H  -11.59  16.40  -16.50  0.389
H  -11.11  15.21  -15.31  0.363
H  -12.81  16.57  -14.19  0.481
H  -12.06  18.14  -14.61  0.083
H  -11.33  17.74  -12.64  0.249
C  -8.00  16.34  -12.48  -0.746
O  -7.96  15.90  -13.81  -0.639
H  -7.87  17.42  -12.41  0.195
H  -8.92  16.02  -12.00  0.161
H  -7.27  15.78  -11.89  0.488
H  -7.09  16.16  -14.13  0.340

2S+1: 1
LUMO level: 0.4 eV
SMILES: COC[C@H](C)N.COC[C@H](C)N.OCCO.OCCO.OCCO.OCCO.OCCO.OCCO.OCCO.OCCO.CO

---

Record 5
An isolated molecule of C6H12O4 at a distorted geometry, computed with ωB97M-V/def2-TZVPD.

Each line ends with the Mulliken charge.
Geometry (Å):
C  -1.51  1.02  2.83  -0.862
C  -1.99  1.88  1.50  -0.474
C  -2.12  1.00  0.13  -0.370
C  -0.82  -0.03  0.03  -0.380
O  -0.56  -0.36  -1.38  -0.160
O  0.56  0.13  -1.81  -0.154
C  1.48  -1.05  -1.85  0.614
O  0.91  -2.26  -1.77  -0.495
O  2.91  -0.77  -1.98  -0.255
C  3.72  -1.99  -2.12  -0.552
H  -0.36  0.72  2.80  0.246
H  -2.22  0.09  2.94  0.235
H  -1.68  1.72  3.77  0.314
H  -1.30  2.83  1.28  0.258
H  -3.07  2.31  1.77  0.284
H  -3.15  0.47  0.00  0.273
H  -2.00  1.74  -0.79  0.218
H  0.15  0.49  0.49  0.264
H  -0.99  -1.00  0.70  0.241
H  4.72  -1.66  -2.67  0.232
H  3.24  -2.82  -2.80  0.276
H  4.09  -2.42  -1.07  0.245

2S+1: 1
LUMO level: 0.8 eV
SMILES: CCCCOOC(=O)OC

---

Record 6
A cluster of 2 separate species, H2O5P2 in total at a distorted geometry, computed with ωB97M-V/def2-TZVPD.

Each line ends with the Mulliken charge.
Geometry (Å):
O  1.56  0.69  0.70  -0.406
O  -0.53  2.05  0.07  -0.516
O  -0.74  -0.59  -0.76  -0.774
O  7.46  -0.90  -0.63  -0.484
O  7.55  0.74  1.20  -0.467
P  7.88  0.48  -0.22  -0.049
P  0.49  1.16  -0.52  0.158
H  2.43  0.37  0.43  0.310
H  -1.57  -0.19  -0.37  0.229

2S+1: 1
Total charge: -2
LUMO level: 6.5 eV

---

Energy relative to the best compared isomer or geometry (same formula, charge and spin) for every record listed, in sequence, given in kcal/mol: 23.8; 52.7; 16.6; 70.4; 177.7; 42.8.
E_tot for every record listed, in sequence, given in eV: -145444.272; -24493.855; -8824.442; -68999.257; -14599.506; -28850.729.